Run P
Molecular formula: C5H12BrN2
Method: DFT, the ωB97M-V functional and the def2-TZVPD basis

Structure (ORCA input):
```
! RIJCOSX wB97M-V def2-TZVPD def2/J DEFGRID3
* xyz 1 1
C 0.97166 -0.85892 0.06649
C 0.55102 1.19235 1.17126
C 2.84663 0.39204 0.69607
C -3.04591 0.52157 1.14029
C -3.42089 -1.59088 0.11484
N 1.46049 0.22476 0.61666
N -2.72084 -0.62850 0.36906
Br 2.05521 -2.23858 -0.65439
H 0.11240 1.70631 0.26913
H -0.31896 0.70308 1.83506
H 1.05628 1.98045 1.69363
H 3.48667 -0.32417 1.20421
H 3.15449 0.36221 -0.42620
H 3.23182 1.31584 1.24512
H -2.24714 0.67795 1.90213
H -3.97152 0.42510 1.70988
H -3.02677 1.45542 0.56065
H -2.88942 -2.43467 -0.21652
H -4.52582 -1.75499 0.23327
H -0.04523 -1.07480 0.38036
*
```

- E_LUMO: -0.1878 Eh



Run Q
Molecular formula: C5H12BrN2
Method: DFT, the ωB97M-V functional and the def2-TZVPD basis

Structure (ORCA input):
```
! RIJCOSX wB97M-V def2-TZVPD def2/J DEFGRID3
* xyz 1 1
C 1.30403 0.79152 -0.90220
C 0.05647 0.62266 -0.03931
C -0.18627 1.91494 0.76109
C 0.36475 -0.56034 1.05204
N -0.21640 -1.76412 0.34117
C -0.76406 -1.27481 -1.11201
N -1.01799 0.02576 -0.85276
Br -2.85323 0.07802 0.07618
H 1.20346 1.15619 -2.00728
H 1.94415 -0.19177 -0.84251
H 1.87343 1.57253 -0.27321
H 0.38596 2.69336 0.27383
H -0.02119 1.80620 1.81492
H -1.24642 2.08746 0.60198
H 1.43364 -0.49840 1.28371
H -0.13899 -0.51729 1.95983
H 0.31457 -2.65983 0.21337
H -1.04822 -2.09384 0.86553
H -1.56802 -1.82827 -1.43423
H 0.18033 -1.35995 -1.78012
*
```

- E_LUMO: -0.1686 Eh



The relative energies come out as run P 0.731; run Q 0.000, with values in eV.